DFT (wB97M-V/def2-TZVPD) results for the molecule C5H6O.

```
! RIJCOSX wB97M-V def2-TZVPD def2/J DEFGRID3
* xyz 0 1
C 1.38 1.89 -1.24
C 0.76 0.94 -0.51
C -0.50 0.57 0.00
C -0.93 -0.80 0.03
C -1.06 -1.43 1.39
O -2.20 -1.07 0.67
H 2.45 2.02 -1.07
H 1.57 0.28 -0.18
H 0.95 2.45 -2.06
H -0.74 -1.51 -0.78
H -0.84 -0.84 2.28
H -0.86 -2.50 1.47
*
```

Computed properties:
* LUMO level (alpha / beta): -0.74 / -0.86 eV
* HOMO (alpha / beta): -8.21 / -8.36 eV
* Kohn-Sham gap (alpha / beta): 7.5 / 7.5 eV